## i
{
  "formula": "C4H7NOS",
  "method": "wB97M-V/def2-TZVPD",
  "gap_ev": 8.15,
  "smiles": "O=[S@@H]1=C[C@@H]2N[C@@H]2C1",
  "homo_ha": -0.2860,
  "e_lumo_ha": 0.014,
  "elements": ["C", "C", "C", "C", "N", "O", "S", "H", "H", "H", "H", "H", "H", "H"],
  "positions_angstrom": [[-0.1984, -1.4496, -0.0711], [0.4903, 1.0203, -0.5171], [-0.9396, -0.5433, 0.7310], [-0.6313, 0.9767, 0.5350], [-1.9594, 0.4809, 0.1135], [2.1832, -0.7148, -1.5300], [1.2894, -0.6174, -0.4602], [-0.0232, -2.4392, 0.1068], [0.2762, 1.0817, -1.5596], [1.1904, 1.8226, -0.1675], [-1.3085, -1.0863, 1.6269], [-0.4788, 1.4816, 1.4135], [-2.0585, 0.2698, -0.8702], [2.1682, -0.2830, 0.6490]]
}


## ii
{
  "formula": "C4H7NOS",
  "method": "wB97M-V/def2-TZVPD",
  "gap_ev": 9.24,
  "smiles": "CC(=O)CNC=S",
  "homo_ha": -0.3207,
  "e_lumo_ha": 0.019,
  "elements": ["C", "C", "C", "C", "H", "H", "H", "H", "H", "H", "H", "N", "O", "S"],
  "positions_angstrom": [[-0.0466, -0.5832, 1.6196], [-0.9087, -1.0032, 0.4675], [-0.6889, -0.2943, -0.8742], [1.0221, 1.4780, -0.8668], [-0.3240, -1.1417, 2.5199], [1.0099, -0.7842, 1.3984], [-0.1409, 0.5070, 1.7821], [-0.9450, -0.9946, -1.6734], [-1.3991, 0.5254, -0.9108], [1.3207, -0.4077, -1.5207], [2.0544, 1.6425, -1.1692], [0.6492, 0.2151, -1.0778], [-1.7270, -1.8829, 0.5561], [0.1238, 2.7238, -0.2507]]
}


Stability check: which of them is least stable? i.


## i
{
  "formula": "C4H7NOS",
  "method": "wB97M-V/def2-TZVPD",
  "gap_ev": 9.26,
  "smiles": "C=C(C)C#N.OS",
  "homo_ha": -0.3295,
  "e_lumo_ha": 0.011,
  "elements": ["C", "C", "C", "C", "N", "O", "S", "H", "H", "H", "H", "H", "H", "H"],
  "positions_angstrom": [[-1.7066, 1.1706, -0.4495], [-1.4147, -0.0218, 0.0603], [-0.1778, -0.3163, 0.6764], [-2.4058, -1.1304, -0.1678], [0.8216, -0.5871, 1.1787], [4.8568, 0.4713, 0.5214], [3.7880, 0.0540, -0.6840], [-2.5001, 1.4033, -1.0336], [-1.1296, 2.0746, -0.1133], [-2.5036, -1.6792, 0.7888], [-1.9287, -1.8307, -0.8326], [-3.3342, -0.5772, -0.6003], [2.7765, -0.3710, -0.0368], [4.8583, 1.3398, 0.6923]]
}


## ii
{
  "formula": "C4H7NOS",
  "method": "wB97M-V/def2-TZVPD",
  "gap_ev": 9.35,
  "smiles": "C1=NSCOCC1",
  "homo_ha": -0.3103,
  "e_lumo_ha": 0.033,
  "elements": ["C", "C", "C", "C", "H", "H", "H", "H", "H", "H", "H", "N", "O", "S"],
  "positions_angstrom": [[-0.7840, -1.5970, 0.5967], [-0.7840, -1.4337, -0.8893], [0.3873, -0.4296, -1.5720], [0.3312, 0.2969, 1.1892], [0.0663, -2.1922, 1.3890], [-1.5738, -2.2671, 0.8645], [-0.7428, -2.4384, -1.4800], [-1.9956, -1.0920, -1.0524], [0.8707, -0.9179, -2.2246], [1.2580, -0.4300, 1.2429], [0.7540, 0.8476, 2.1282], [0.8576, 0.6401, -1.2415], [-0.9113, -0.2404, 1.3411], [0.4842, 1.5571, 0.0717]]
}


## iii
{
  "formula": "C4H7NOS",
  "method": "wB97M-V/def2-TZVPD",
  "gap_ev": 10.08,
  "smiles": "C[C@H]1SC(=O)[C@@H]1N",
  "homo_ha": -0.3419,
  "e_lumo_ha": 0.028,
  "elements": ["C", "C", "C", "C", "H", "H", "H", "H", "H", "H", "H", "N", "O", "S"],
  "positions_angstrom": [[-2.3040, 0.6155, -0.4092], [-1.0053, 0.3852, 0.3144], [0.9710, -0.4926, -0.2864], [0.3465, 0.9069, -0.3119], [-2.2838, 1.6357, -0.7687], [-2.4995, -0.0731, -1.2138], [-3.0556, 0.5534, 0.3258], [-1.0322, 0.8200, 1.3102], [0.1658, 1.3549, -1.2786], [1.3554, 1.4630, 1.3607], [2.0586, 1.8371, -0.0578], [1.1665, 1.8105, 0.4198], [2.1174, -0.8144, -0.3866], [-0.4914, -1.3900, 0.2897]]
}


Stability check: which of them is least stable? ii.


## i
{
  "formula": "C4H7NOS",
  "method": "wB97M-V/def2-TZVPD",
  "gap_ev": 8.54,
  "smiles": "C=N/C=C\\CSO",
  "homo_ha": -0.3033,
  "e_lumo_ha": 0.010,
  "elements": ["C", "C", "C", "C", "N", "O", "S", "H", "H", "H", "H", "H", "H", "H"],
  "positions_angstrom": [[0.1294, -1.3103, -0.1953], [1.0626, -0.4103, -0.0088], [-1.3404, -1.3134, 0.0889], [1.5033, 1.8096, 0.4398], [0.6731, 0.8510, 0.2958], [-1.8401, 1.0706, -0.8739], [-2.2530, 0.2329, 0.5227], [0.4400, -2.3270, -0.5322], [2.1700, -0.5911, -0.1615], [-1.8588, -1.6940, -0.8042], [-1.6501, -2.0134, 0.9335], [-0.9112, 1.0968, -0.9016], [1.2251, 2.8130, 0.5477], [2.6502, 1.7858, 0.6493]]
}


## ii
{
  "formula": "C4H7NOS",
  "method": "wB97M-V/def2-TZVPD",
  "gap_ev": 9.45,
  "smiles": "C=C(/C=N\\S)CO",
  "homo_ha": -0.3242,
  "e_lumo_ha": 0.023,
  "elements": ["C", "C", "C", "C", "H", "H", "H", "H", "H", "H", "H", "N", "O", "S"],
  "positions_angstrom": [[-0.5310, 0.9953, -1.2915], [-0.2392, -0.2148, -0.3350], [-0.0136, -1.3880, -0.8640], [-0.5279, 0.0927, 1.1118], [0.9979, 1.9208, -0.9744], [-0.1743, 0.5639, -2.2403], [-1.6808, 1.2329, -1.3745], [0.0247, -1.5470, -1.9047], [0.2628, -2.1802, -0.1611], [-1.4172, 0.7705, 1.2403], [1.6219, -1.0887, 3.4441], [0.1702, -0.1068, 2.1612], [0.0849, 2.1199, -0.8940], [1.4218, -1.1704, 2.0821]]
}


Stability check: which of them is least stable? i.


## i
{
  "formula": "C4H7NOS",
  "method": "wB97M-V/def2-TZVPD",
  "gap_ev": 6.82,
  "homo_ha": -0.2948,
  "e_lumo_ha": -0.044,
  "elements": ["C", "C", "C", "C", "H", "H", "H", "H", "H", "H", "H", "N", "O", "S"],
  "positions_angstrom": [[1.6226, -0.0763, 0.3471], [0.3340, 0.3233, -0.4519], [-0.6107, 1.4229, -0.0551], [-1.9739, -0.7980, -0.2847], [1.9341, -2.0129, 1.0215], [2.5129, 0.7510, 0.2057], [1.6209, -0.1359, 1.4477], [0.5631, 0.1739, -1.5840], [-0.2818, 1.7967, 0.9286], [-0.9829, 2.0916, -0.8232], [-1.7698, -1.7804, -0.4259], [-0.9873, 0.0238, -0.1284], [1.6347, -1.3518, -0.2898], [-3.6159, -0.4279, 0.0925]]
}


## ii
{
  "formula": "C4H7NOS",
  "method": "wB97M-V/def2-TZVPD",
  "gap_ev": 8.62,
  "smiles": "C/C(N)=C/C(O)=S",
  "homo_ha": -0.3060,
  "e_lumo_ha": 0.011,
  "elements": ["C", "C", "C", "C", "H", "H", "H", "H", "H", "H", "H", "N", "O", "S"],
  "positions_angstrom": [[-0.4445, 0.9150, -1.6228], [0.0077, 0.2884, -0.2816], [-0.7802, -0.5889, 0.3158], [-0.4184, -1.3289, 1.5464], [0.2958, 0.6771, -2.3932], [-1.4292, 0.5531, -1.9703], [-0.5854, 2.0137, -1.5909], [1.6592, 1.4083, -0.4368], [1.3513, 0.8219, 1.0636], [-1.7834, -0.7998, -0.0376], [1.4777, -1.1444, 0.9836], [1.3013, 0.6079, 0.0684], [0.8934, -1.5021, 1.7470], [-1.5453, -1.9213, 2.6086]]
}


## iii
{
  "formula": "C4H7NOS",
  "method": "wB97M-V/def2-TZVPD",
  "gap_ev": 8.68,
  "smiles": "CC(C)=S.N=C=O",
  "homo_ha": -0.3272,
  "e_lumo_ha": -0.008,
  "elements": ["C", "C", "C", "C", "N", "O", "S", "H", "H", "H", "H", "H", "H", "H"],
  "positions_angstrom": [[1.4935, -1.8582, 1.7317], [-0.1807, 0.7273, -0.4590], [-1.4453, 1.5715, -0.5604], [-0.1325, -0.4625, -1.3617], [1.1592, -1.0129, 2.5172], [1.5780, -2.8903, 1.2078], [1.1583, 0.9970, 0.4676], [-1.2786, 2.3761, -1.2029], [-1.7298, 1.8997, 0.5183], [-2.2849, 1.0600, -0.9381], [0.9363, -0.4058, -1.8820], [-1.0436, -0.7073, -1.8877], [0.2739, -1.2462, -0.7311], [1.4962, -0.0485, 2.5804]]
}


## iv
{
  "formula": "C4H7NOS",
  "method": "wB97M-V/def2-TZVPD",
  "gap_ev": 9.27,
  "homo_ha": -0.3299,
  "e_lumo_ha": 0.011,
  "elements": ["C", "C", "C", "C", "H", "H", "H", "H", "H", "H", "H", "N", "O", "S"],
  "positions_angstrom": [[-1.5569, -0.2383, -0.7662], [-0.6271, -0.0538, 0.5386], [1.3852, -0.3896, 0.4099], [0.7357, 0.8523, 0.7193], [-2.0234, -1.3342, -0.6571], [-2.4648, 0.4730, -0.7609], [-1.2688, -0.1289, -1.7114], [-1.3018, -0.0588, 1.4062], [0.3301, -2.1034, -0.1810], [0.8260, 1.1942, 1.7220], [1.8784, 1.5467, -0.5905], [0.2728, -1.1672, 0.4510], [0.9565, 1.8341, -0.2832], [2.8580, -0.4261, -0.2967]]
}


Stability check: which of them is least stable? i.